Entry 1:
DFT (ωB97M-V/def2-TZVPD) results for a molecular structure, C10H22F6LiN3O6S2 at a distorted geometry.

The calculation puts the LUMO energy at -0.02 eV. The gap between HOMO and LUMO comes out at 9.9 eV. The energy above the lowest of the compared OMol25 structures with the same formula, charge and spin is 0.000 eV.

```
50
Properties=species:S:1:pos:R:3:forces:R:3
Li -0.073326 0.434126 0.452856 0.2 -0.2 -0.3
C -0.196673 -0.861254 3.835240 -0.2 0.2 -0.4
F -0.070448 -1.582932 4.927026 -0.2 -0.2 0.4
F -1.184172 -1.376178 3.067959 0.0 0.2 0.3
F -0.539769 0.388547 4.149819 -0.1 -0.5 0.0
S 1.370328 -1.004936 2.861901 0.0 0.2 -1.0
O 2.463593 -1.028902 3.761567 0.2 0.3 0.4
O 1.133325 -2.170169 2.065689 -0.1 -0.4 -0.4
N 1.289348 0.275288 1.853369 0.4 -0.2 1.4
S 1.685820 1.691802 2.523804 -0.4 0.5 -0.6
O 1.001848 2.718855 1.783152 0.0 -0.1 -0.1
O 1.665469 1.741050 3.944085 0.2 0.0 0.3
C 3.443109 1.902529 2.043711 0.4 -0.3 -0.1
F 3.610029 1.581941 0.751019 0.0 0.1 0.1
F 3.799373 3.172486 2.211513 0.0 0.1 0.0
F 4.238745 1.128090 2.772626 -0.1 0.1 -0.1
C 1.466867 -1.671092 -1.468457 0.2 0.4 0.7
C -0.027930 -1.995524 -1.489632 0.8 0.2 0.6
C -0.222783 -3.498908 -1.634483 -0.3 -0.1 0.0
O -1.482296 -3.824974 -2.187332 -0.1 -0.2 0.2
C -1.486342 -3.826026 -3.592061 0.3 0.3 -0.1
N -0.630264 -1.480171 -0.225354 0.2 0.3 -0.8
H 2.014003 -2.121189 -2.294020 -0.1 0.0 -0.1
H 1.921114 -2.004741 -0.527585 -0.1 -0.3 -0.1
H 1.641291 -0.589348 -1.457129 -0.1 -0.1 -0.3
H -0.459037 -1.458963 -2.337399 -0.3 -0.1 0.0
H -0.218846 -3.954686 -0.642205 0.2 0.0 0.0
H 0.597069 -3.953317 -2.205973 -0.1 0.0 -0.1
H -0.737632 -4.528972 -3.974389 -0.1 -0.1 -0.1
H -1.243499 -2.831989 -3.993528 -0.1 -0.1 0.0
H -2.480836 -4.107756 -3.920180 -0.1 -0.1 -0.1
H -1.627035 -1.671054 -0.222069 0.1 -0.2 0.1
H -0.197168 -1.969584 0.555494 -0.1 -0.1 0.0
C -3.365680 2.464835 -0.753439 0.4 0.0 -0.5
C -2.020885 1.735066 -0.595928 -1.3 -0.6 0.6
C -0.856510 2.598859 -0.958413 0.4 0.8 0.0
O 0.338003 1.831548 -0.954120 -0.7 -0.4 0.0
C 1.479382 2.577452 -1.299557 0.5 0.3 -0.3
N -1.855048 1.202457 0.791628 0.0 0.6 -0.4
H -3.595126 2.613396 -1.813847 0.0 0.1 0.1
H -3.358881 3.441825 -0.266459 0.0 0.0 0.1
H -4.174855 1.868276 -0.336939 0.0 0.0 0.1
H -2.056434 0.850124 -1.239936 0.2 0.1 -0.1
H -0.783972 3.433603 -0.239566 0.1 -0.2 0.0
H -1.001503 3.064905 -1.941705 0.0 -0.2 0.0
H 2.251186 1.879738 -1.620278 0.0 0.0 0.2
H 1.835287 3.163746 -0.451067 0.0 0.0 -0.1
H 1.273842 3.239998 -2.149285 -0.1 0.0 0.1
H -1.972494 1.969382 1.451469 0.2 -0.1 0.0
H -2.599588 0.542740 0.988411 0.0 0.0 0.0
```
Forces are in eV/Å.

These are the Löwdin partial charges, in e, on atoms 1 to 5:
1 Li 0.547
2 C -0.663
3 F 0.168
4 F 0.106
5 F 0.131

Entry 2:
DFT (ωB97M-V/def2-TZVPD) results for a molecular structure, C10H22N2NaO8 at a distorted geometry.

The calculation puts the LUMO energy at 5.74 eV. Its net charge is -3. The gap between HOMO and LUMO comes out at 2.0 eV.

```
43
Properties=species:S:1:pos:R:3:forces:R:3
Na -0.090713 -2.101282 -24.329430 -1.2 0.5 0.9
C -0.515169 -1.876922 -21.531803 -1.1 1.3 0.8
O -1.493421 -2.509392 -22.097843 1.0 -0.4 0.0
O 0.707246 -2.008233 -22.008157 0.2 -0.5 -0.4
O -0.737538 -1.071882 -20.536312 0.5 -0.8 -0.4
C -1.940315 -0.482121 -25.666677 0.2 0.7 0.5
O -2.226249 -1.747771 -25.617139 0.2 -0.2 -0.8
O -1.104562 -0.031743 -24.764883 0.6 0.0 -0.6
O -2.450875 0.344516 -26.525037 -0.1 -0.7 0.0
C -1.564539 -5.573928 -23.254596 0.0 -0.2 -0.2
C -0.136329 -5.919652 -22.855875 0.3 0.4 0.3
C 0.869868 -5.778626 -24.018345 -0.4 -0.1 0.6
O 0.839738 -4.500913 -24.576606 0.0 0.4 -0.5
C 0.818001 -4.445680 -25.987946 -0.5 0.2 0.4
N 0.202343 -5.128531 -21.678494 0.4 -0.2 0.0
H -1.738798 -4.495660 -23.152179 0.2 0.1 -0.2
H -2.278828 -6.048168 -22.576226 0.1 -0.1 0.0
H -1.751194 -5.918731 -24.279741 -0.2 0.1 0.1
H -0.039738 -6.994138 -22.601152 -0.2 0.1 0.1
H 0.654951 -6.546549 -24.779471 0.1 0.0 0.0
H 1.859333 -5.959363 -23.572930 0.2 -0.1 -0.2
H 0.612974 -3.409950 -26.253799 0.3 0.1 -0.2
H -0.036429 -5.006262 -26.387552 0.2 -0.3 0.0
H 1.772721 -4.778213 -26.414869 0.0 -0.1 -0.1
H 1.168841 -5.284354 -21.401322 0.0 0.0 -0.1
H 0.131500 -4.108637 -21.855681 -0.3 -0.1 0.0
C 3.634863 -1.465058 -23.880889 0.4 -0.3 0.2
C 2.571637 -0.407380 -24.083905 -0.5 -0.5 -0.5
C 3.192773 0.969149 -23.998857 0.5 -0.5 -0.1
O 2.229076 1.959379 -24.199096 -0.2 0.1 0.2
C 2.656749 3.231672 -23.873855 0.4 0.6 0.3
N 1.886040 -0.654441 -25.371744 0.0 0.6 0.2
H 4.324287 -1.536529 -24.735503 0.0 0.1 0.0
H 3.173266 -2.443010 -23.742168 -0.2 0.1 0.0
H 4.233859 -1.274891 -22.981298 -0.1 0.0 -0.1
H 1.800021 -0.559616 -23.313730 0.1 0.2 0.2
H 3.986545 1.018831 -24.776209 0.0 0.2 0.0
H 3.708738 1.072301 -23.030130 -0.2 0.2 0.1
H 3.331471 3.659204 -24.639642 -0.1 0.0 0.0
H 3.208525 3.279820 -22.917589 0.0 -0.3 -0.1
H 1.805532 3.901563 -23.746190 -0.2 -0.2 -0.3
H 1.118640 0.029861 -25.435035 -0.5 -0.5 0.1
H 2.497119 -0.434444 -26.159505 0.1 -0.1 0.2
```
Forces are in eV/Å.

These are the Löwdin partial charges, in e, on atoms 1 to 5:
1 Na 0.301
2 C -0.940
3 O -0.162
4 O -0.222
5 O -0.229

Entry 3:
DFT (ωB97M-V/def2-TZVPD) results for 2 unconnected molecules or ions with the total composition C10H22NS at a distorted geometry.

The calculation puts the LUMO energy at -5.09 eV. Its net charge is +1. The gap between HOMO and LUMO comes out at 6.9 eV. The energy above the lowest of the compared OMol25 structures with the same formula, charge and spin is 2.106 eV.

```
34
Properties=species:S:1:pos:R:3:forces:R:3
C -3.629845 -0.243027 0.453503 -1.3 0.6 -0.5
C -4.271274 -1.492401 1.001012 1.6 -0.4 0.1
C -2.156906 -0.323368 -0.070391 -2.0 -1.9 -2.1
C -0.146887 1.140484 0.017113 -1.6 0.1 0.5
C -1.390305 0.858483 -0.532858 -0.3 -0.6 1.5
C -3.892775 1.146342 1.099757 -0.5 -3.6 2.8
C -1.861009 1.691876 -1.581730 -2.6 2.0 -2.6
C 3.922997 -1.144714 1.318240 -0.9 0.0 -1.9
C 3.727987 -0.357214 -0.003654 0.4 0.1 -0.2
C 2.671807 -1.169057 -0.872841 1.8 0.8 -0.6
N 1.623797 -0.391435 -1.552205 0.3 0.8 1.0
S -5.237229 -0.916176 -0.455448 1.9 0.4 1.2
H -3.699016 -2.464882 0.850486 -0.8 1.3 -0.1
H -4.606932 -1.450955 2.057098 -0.4 0.2 -0.9
H -1.767081 -0.987546 0.652428 1.6 0.2 1.2
H -2.184891 -1.059351 -0.927722 -0.1 0.9 0.2
H 0.045019 0.704474 0.935815 0.3 -0.7 2.0
H 0.564776 0.573072 -0.600068 1.4 -1.2 -1.6
H -4.772254 0.981607 1.827484 1.4 0.7 -1.1
H -4.148334 1.784153 0.333168 -0.5 1.8 -1.2
H -2.975673 1.421108 1.663164 -0.6 0.2 -0.3
H -1.163004 2.498740 -2.014932 -0.9 -1.4 1.1
H -2.894700 2.226188 -1.277021 2.2 -1.2 -0.5
H -2.195738 1.016760 -2.431397 0.2 0.8 0.8
H 3.111542 -0.952553 1.925964 -1.8 0.2 1.6
H 4.041500 -2.229825 1.243075 -0.3 0.1 -0.7
H 4.770159 -0.850879 1.804096 2.3 1.1 1.4
H 4.741353 -0.429029 -0.417820 -0.4 0.0 -0.8
H 3.610127 0.808725 0.040005 -0.5 -2.2 0.5
H 3.271626 -1.601883 -1.655853 0.3 -0.5 -0.4
H 2.368051 -2.014327 -0.295916 -1.1 -0.2 0.5
H 0.930413 -0.926431 -2.083941 0.9 0.2 -0.2
H 2.164683 0.315140 -2.068037 -1.0 -0.5 -0.4
H 0.124197 2.135315 -0.081477 0.8 1.9 -0.2
```
Forces are in eV/Å.

These are the Löwdin partial charges, in e, on atoms 1 to 5:
1 C -0.643
2 C -0.441
3 C -0.106
4 C -0.006
5 C -0.245

Entry 4:
DFT (ωB97M-V/def2-TZVPD) results for a molecular structure, C10H23BClO2RhSc at a distorted geometry.

The calculation puts the LUMO energy (alpha / beta) at 2.61 / 2.37 eV. The expectation value of S² is 6.017. Its net charge is -1. The gap between HOMO and LUMO (alpha / beta) comes out at 4.8 / 7.2 eV. As for the spin multiplicity: 5. The energy above the lowest of the compared OMol25 structures with the same formula, charge and spin is 0.058 eV.

```
39
Properties=species:S:1:pos:R:3:forces:R:3
Rh -0.172960 -2.165278 -3.439515 2.5 0.5 -0.2
Cl 1.132361 -2.819798 -5.381208 0.3 -0.1 0.2
C 1.037900 -0.092117 -2.822592 0.3 0.8 0.5
C -1.772506 -1.805439 -4.592030 -2.1 -0.7 -1.2
H 1.240837 0.313877 -3.807806 0.3 0.0 -0.3
H 1.091487 0.804839 -2.106114 0.2 -0.6 -0.4
H 1.841777 -0.720270 -2.464616 0.3 -0.1 -0.1
H -1.416154 -1.274292 -5.489693 -0.6 -0.2 0.2
H -2.664450 -1.369388 -4.092158 0.3 0.0 -0.7
H -2.001459 -2.913351 -4.824178 0.2 1.4 0.0
Sc -0.951085 0.431983 -2.169891 0.5 -1.2 1.0
C -1.365108 -1.858557 -1.824129 -0.9 1.3 1.8
C -1.600177 2.089913 -3.466737 0.1 0.0 -0.9
H -2.428329 -1.833573 -2.060797 -0.3 -0.2 0.3
H -1.036058 -2.899624 -1.721350 0.0 -0.7 0.4
H -1.176645 -1.376904 -0.817284 -0.2 -0.6 -0.5
H -2.560341 2.255630 -3.993091 0.3 0.1 0.3
H -0.793557 2.549990 -4.103760 -0.6 -0.2 0.5
C 1.852247 2.101654 2.516552 0.0 0.5 0.1
C 1.270699 0.709749 2.245137 0.3 0.4 0.4
C 2.279860 -0.286041 2.819384 -0.1 -0.3 0.3
O 1.175922 0.521191 0.832045 -1.1 -0.1 0.0
B -0.176719 0.673427 0.442286 -0.5 0.8 -0.9
O -0.993725 0.965646 1.579815 1.1 -0.4 -0.7
C -0.227321 0.579716 2.719415 0.4 -0.5 0.6
C -0.589049 -0.868046 3.057344 0.0 -0.3 0.1
C -0.599284 1.403934 3.932205 0.4 0.2 0.8
H 2.006601 2.273342 3.591837 -0.1 -0.1 -0.2
H 1.195419 2.906095 2.151916 0.2 -0.3 -0.1
H 2.841909 2.191160 2.044425 -0.4 0.0 -0.1
H 3.273825 -0.113737 2.387077 -0.3 0.0 -0.1
H 2.399088 -0.137021 3.897199 -0.1 0.1 0.0
H 2.010854 -1.335429 2.673422 0.0 0.2 -0.2
H -0.112829 -1.185885 3.997310 -0.1 0.1 -0.2
H -1.677545 -0.922036 3.188325 0.2 -0.1 -0.1
H -0.277645 -1.559533 2.266034 -0.2 0.1 0.1
H -0.353509 2.467863 3.851941 -0.2 -0.2 -0.2
H -1.662777 1.285766 4.175097 0.2 0.1 -0.2
H -0.041543 1.010542 4.808172 -0.2 0.2 -0.4
```
Forces are in eV/Å.

These are the Löwdin partial charges, in e, on atoms 1 to 5:
1 Rh 0.574
2 Cl -0.347
3 C -0.290
4 C -0.381
5 H -0.009

Repeat the fourth record exactly.
DFT (ωB97M-V/def2-TZVPD) results for a molecular structure, C10H23BClO2RhSc at a distorted geometry.

The calculation puts the LUMO energy (alpha / beta) at 2.61 / 2.37 eV. The expectation value of S² is 6.017. Its net charge is -1. The gap between HOMO and LUMO (alpha / beta) comes out at 4.8 / 7.2 eV. As for the spin multiplicity: 5. The energy above the lowest of the compared OMol25 structures with the same formula, charge and spin is 0.058 eV.

```
39
Properties=species:S:1:pos:R:3:forces:R:3
Rh -0.172960 -2.165278 -3.439515 2.5 0.5 -0.2
Cl 1.132361 -2.819798 -5.381208 0.3 -0.1 0.2
C 1.037900 -0.092117 -2.822592 0.3 0.8 0.5
C -1.772506 -1.805439 -4.592030 -2.1 -0.7 -1.2
H 1.240837 0.313877 -3.807806 0.3 0.0 -0.3
H 1.091487 0.804839 -2.106114 0.2 -0.6 -0.4
H 1.841777 -0.720270 -2.464616 0.3 -0.1 -0.1
H -1.416154 -1.274292 -5.489693 -0.6 -0.2 0.2
H -2.664450 -1.369388 -4.092158 0.3 0.0 -0.7
H -2.001459 -2.913351 -4.824178 0.2 1.4 0.0
Sc -0.951085 0.431983 -2.169891 0.5 -1.2 1.0
C -1.365108 -1.858557 -1.824129 -0.9 1.3 1.8
C -1.600177 2.089913 -3.466737 0.1 0.0 -0.9
H -2.428329 -1.833573 -2.060797 -0.3 -0.2 0.3
H -1.036058 -2.899624 -1.721350 0.0 -0.7 0.4
H -1.176645 -1.376904 -0.817284 -0.2 -0.6 -0.5
H -2.560341 2.255630 -3.993091 0.3 0.1 0.3
H -0.793557 2.549990 -4.103760 -0.6 -0.2 0.5
C 1.852247 2.101654 2.516552 0.0 0.5 0.1
C 1.270699 0.709749 2.245137 0.3 0.4 0.4
C 2.279860 -0.286041 2.819384 -0.1 -0.3 0.3
O 1.175922 0.521191 0.832045 -1.1 -0.1 0.0
B -0.176719 0.673427 0.442286 -0.5 0.8 -0.9
O -0.993725 0.965646 1.579815 1.1 -0.4 -0.7
C -0.227321 0.579716 2.719415 0.4 -0.5 0.6
C -0.589049 -0.868046 3.057344 0.0 -0.3 0.1
C -0.599284 1.403934 3.932205 0.4 0.2 0.8
H 2.006601 2.273342 3.591837 -0.1 -0.1 -0.2
H 1.195419 2.906095 2.151916 0.2 -0.3 -0.1
H 2.841909 2.191160 2.044425 -0.4 0.0 -0.1
H 3.273825 -0.113737 2.387077 -0.3 0.0 -0.1
H 2.399088 -0.137021 3.897199 -0.1 0.1 0.0
H 2.010854 -1.335429 2.673422 0.0 0.2 -0.2
H -0.112829 -1.185885 3.997310 -0.1 0.1 -0.2
H -1.677545 -0.922036 3.188325 0.2 -0.1 -0.1
H -0.277645 -1.559533 2.266034 -0.2 0.1 0.1
H -0.353509 2.467863 3.851941 -0.2 -0.2 -0.2
H -1.662777 1.285766 4.175097 0.2 0.1 -0.2
H -0.041543 1.010542 4.808172 -0.2 0.2 -0.4
```
Forces are in eV/Å.

These are the Löwdin partial charges, in e, on atoms 1 to 5:
1 Rh 0.574
2 Cl -0.347
3 C -0.290
4 C -0.381
5 H -0.009